(1)
2 unconnected molecules or ions with the total composition C4H10NO3. Source: OMol25; level of theory: ωB97M-V/def2-TZVPD.

```
! wB97M-V def2-TZVPD RIJCOSX def2/J DEFGRID3
* xyz -1 1
C -0.041 1.181 -1.766
N 1.135 0.531 -1.131
C 1.221 1.575 1.187
C 1.160 0.298 0.306
C -0.064 -0.559 0.923
O 0.352 -1.557 1.542
O -1.208 -0.074 0.775
H 0.151 2.262 -1.725
H -0.907 0.919 -1.169
H -0.215 0.787 -2.770
H 1.930 1.066 -1.455
H 0.196 1.898 1.352
H 1.742 1.360 2.123
H 1.704 2.448 0.728
H 2.032 -0.311 0.553
H -1.969 -1.080 -0.544
H -1.550 -2.277 -1.486
O -2.300 -1.749 -1.178
*
```

The calculation puts the LUMO energy at 3.953 eV. The calculation puts the HOMO energy at -4.16 eV. The value obtained for the HOMO-LUMO gap is 8.11 eV.


(2)
A molecular structure, C51H44BrClF4N5O6TaTe. Source: OMol25; level of theory: ωB97M-V/def2-TZVPD.

```
! wB97M-V def2-TZVPD RIJCOSX def2/J DEFGRID3
* xyz 2 1
Ta 0.206 -0.441 0.750
C -0.701 -3.199 -0.997
N 0.464 -2.897 -0.158
C 0.650 -3.979 0.813
C 1.658 -2.768 -0.994
C 1.635 -1.515 -1.864
N 1.130 -0.301 -1.205
C 1.433 0.860 -1.871
C 0.813 2.056 -1.464
F -0.170 1.920 -0.496
C 1.108 3.322 -1.935
F 0.459 4.362 -1.413
C 2.065 3.496 -2.917
C 2.650 2.345 -3.418
F 3.556 2.451 -4.382
C 2.338 1.071 -2.945
F 2.958 0.059 -3.580
H -0.496 -4.033 -1.678
H -0.984 -2.322 -1.575
H -1.545 -3.471 -0.367
H 0.658 -4.951 0.309
H -0.162 -3.965 1.538
H 1.587 -3.870 1.355
H 1.775 -3.642 -1.649
H 2.534 -2.733 -0.349
H 1.035 -1.685 -2.766
H 2.668 -1.368 -2.176
H 2.336 4.466 -3.294
Br -7.140 2.178 1.582
C -5.267 1.946 1.731
C -4.702 1.595 2.950
C -3.335 1.428 3.052
C -2.521 1.570 1.924
C -3.108 1.908 0.699
C -4.467 2.120 0.608
N -1.136 1.426 1.951
C -0.402 1.984 2.844
C 1.027 2.037 2.651
C 1.831 2.854 3.450
C 3.138 3.096 3.068
C 3.583 2.574 1.858
C 2.746 1.736 1.144
N 1.515 1.421 1.547
H -5.332 1.472 3.816
H -2.895 1.144 3.996
H -2.480 2.032 -0.167
H -4.914 2.423 -0.326
H -0.820 2.564 3.668
H 1.422 3.306 4.340
H 3.785 3.712 3.670
H 4.568 2.791 1.478
H 3.083 1.283 0.221
C -6.843 -1.711 2.034
C -5.422 -1.593 1.596
C -4.366 -1.874 2.449
C -3.043 -1.673 2.052
C -1.952 -1.782 3.039
O -1.018 -0.963 2.999
C -2.001 -2.814 4.074
C -1.306 -2.607 5.272
C -1.290 -3.578 6.251
C -1.942 -4.785 6.035
C -2.594 -5.023 4.832
C -2.636 -4.044 3.860
C -2.749 -1.194 0.751
O -1.488 -0.927 0.433
C -3.816 -1.006 -0.155
C -5.123 -1.174 0.303
C -3.554 -0.519 -1.524
N -2.342 -0.293 -1.861
C -1.979 0.225 -3.152
C -1.446 -0.857 -4.087
Te -3.016 -2.030 -5.044
C -2.436 -3.901 -4.181
C -1.144 -4.389 -4.318
C -0.830 -5.656 -3.854
C -1.803 -6.445 -3.262
C -3.090 -5.955 -3.115
C -3.405 -4.690 -3.578
C -4.763 -0.337 -2.371
C -5.556 -1.448 -2.672
C -6.707 -1.303 -3.427
C -7.085 -0.052 -3.888
C -6.305 1.054 -3.596
C -5.152 0.913 -2.840
H -6.910 -1.918 3.097
H -7.345 -2.510 1.489
H -7.382 -0.789 1.825
H -4.564 -2.205 3.458
H -0.805 -1.664 5.425
H -0.768 -3.404 7.180
H -1.927 -5.545 6.799
H -3.066 -5.976 4.644
H -3.134 -4.238 2.921
H -5.950 -0.954 -0.356
H -1.177 0.951 -2.970
H -2.804 0.741 -3.651
H -0.794 -1.540 -3.553
H -0.874 -0.383 -4.879
H -0.391 -3.800 -4.824
H 0.168 -6.044 -3.990
H -1.565 -7.451 -2.955
H -3.858 -6.562 -2.663
H -4.418 -4.325 -3.503
H -5.278 -2.426 -2.302
H -7.320 -2.164 -3.650
H -7.983 0.060 -4.474
H -6.589 2.037 -3.937
H -4.562 1.784 -2.593
O 3.088 -0.359 3.076
Cl 2.660 -1.318 2.165
O 3.178 -2.591 2.370
O 2.883 -0.888 0.826
O 1.197 -1.398 2.262
*
```

The calculation puts the LUMO energy at -7.057 eV. The calculation puts the HOMO energy at -11.58 eV. The value obtained for the HOMO-LUMO gap is 4.52 eV.


(3)
2 unconnected molecules or ions with the total composition C5H8O2. Source: OMol25; level of theory: ωB97M-V/def2-TZVPD.

```
! wB97M-V def2-TZVPD RIJCOSX def2/J DEFGRID3
* xyz 0 1
O 2.556 0.607 0.479
C 1.717 -0.417 -0.054
C 0.297 -0.133 0.311
C -0.537 0.648 -0.509
C -1.970 0.699 -0.218
C -1.582 -1.571 -0.066
O -1.732 -2.492 -0.736
H 3.472 0.354 0.307
H 2.009 -1.399 0.351
H 1.818 -0.471 -1.150
H 0.069 -0.166 1.374
H -0.806 1.744 -0.129
H -0.269 0.730 -1.564
H -2.654 1.136 -0.943
H -2.267 0.748 0.825
*
```

The calculation puts the LUMO energy (alpha / beta) at 0.491 / 0.492 eV. The calculation puts the HOMO energy (alpha / beta) at -7.64 / -7.64 eV. The value obtained for the HOMO-LUMO gap (alpha / beta) is 8.13 / 8.14 eV.


(4)
C4H5NO5 in the gas phase. Source: OMol25; level of theory: ωB97M-V/def2-TZVPD.

```
! wB97M-V def2-TZVPD RIJCOSX def2/J DEFGRID3
* xyz 0 1
C -2.420 -0.075 0.115
C -1.332 -0.178 -0.918
C 0.887 0.308 -0.193
C 2.275 -0.293 -0.022
H -1.185 -0.550 1.574
H -1.250 0.879 -1.436
H -1.824 -0.855 -1.927
H 0.163 -1.361 -0.438
H 2.664 1.645 0.464
N 0.014 -0.461 -0.388
O -2.143 -0.369 1.341
O -3.518 0.240 -0.216
O 0.647 1.562 -0.128
O 3.134 0.641 0.418
O 2.489 -1.462 -0.092
*
```

The calculation puts the LUMO energy at -0.200 eV. Its structure (SMILES) is O=C(O)CNC(=O)C(=O)O. The calculation puts the HOMO energy at -10.73 eV. The value obtained for the HOMO-LUMO gap is 10.53 eV.


Energy relative to the best compared isomer or geometry (same formula, charge and spin): 1.241 0.972 4.931 1.778 (eV)